CH6N2S | ωB97M-V/def2-TZVPD

The value obtained for the highest occupied orbital energy is -0.3394 hartree. The SMILES is CNNS. Its spin multiplicity is 1. As for the energy relative to the best compared isomer or geometry (same formula, charge and spin): 55.2 kcal per mole. The calculation puts the HOMO-LUMO gap at 10.1 eV.

Structure (XYZ):
```
10
CH6N2S, DFT ωB97M-V/def2-TZVPD
C 1.23 0.60 -0.06
N 0.41 -0.41 -0.59
N -0.75 -0.68 0.32
S -2.20 0.23 -0.06
H 0.48 1.40 0.07
H 1.56 0.34 0.91
H 2.14 0.80 -0.79
H 0.81 -1.28 -0.51
H -0.61 -0.46 1.35
H -3.07 -0.55 -0.64
```

---

CH6N2S | ωB97M-V/def2-TZVPD

The value obtained for the highest occupied orbital energy is -0.3126 hartree. Its spin multiplicity is 1. As for the energy relative to the best compared isomer or geometry (same formula, charge and spin): 64.3 kcal per mole. The calculation puts the HOMO-LUMO gap at 8.2 eV.

Structure (XYZ):
```
10
CH6N2S, DFT ωB97M-V/def2-TZVPD
C 1.26 -0.98 0.34
N -1.78 1.27 -1.24
N 0.54 0.16 0.75
S -1.01 0.47 0.93
H 1.57 -1.00 -0.73
H 2.18 -1.18 0.96
H 0.74 -1.95 0.42
H -2.46 1.71 -0.69
H -2.16 0.45 -1.65
H 1.12 1.05 0.90
```

---

CH6N2S | ωB97M-V/def2-TZVPD

The value obtained for the highest occupied orbital energy is -0.2764 hartree. Its spin multiplicity is 1. As for the energy relative to the best compared isomer or geometry (same formula, charge and spin): 21.9 kcal per mole. The calculation puts the HOMO-LUMO gap at 7.9 eV.

Structure (XYZ):
```
10
CH6N2S, DFT ωB97M-V/def2-TZVPD
S -0.14 0.12 2.58
H 1.10 0.01 3.20
N 0.84 -0.39 -0.22
C 0.05 -0.12 -1.22
N -1.14 0.52 -1.00
H 0.49 -0.05 0.96
H 1.64 -0.89 -0.31
H 0.40 -0.20 -2.26
H -1.90 0.24 -1.67
H -1.35 0.75 -0.06
```

---

CH6N2S | ωB97M-V/def2-TZVPD

The value obtained for the highest occupied orbital energy is -0.3581 hartree. The SMILES is [H]/N=C/N.S. Its spin multiplicity is 1. As for the energy relative to the best compared isomer or geometry (same formula, charge and spin): 6.4 kcal per mole. The calculation puts the HOMO-LUMO gap at 10.4 eV.

Structure (XYZ):
```
10
CH6N2S, DFT ωB97M-V/def2-TZVPD
S 0.28 2.73 3.53
H -0.64 1.92 3.00
N -0.39 -1.25 -2.72
C 0.06 -0.86 -1.60
N 0.42 -1.73 -0.58
H -0.64 3.69 3.87
H -0.82 -0.46 -3.17
H 0.10 0.18 -1.27
H 1.29 -1.56 -0.13
H 0.35 -2.66 -0.94
```

---

Number 1: electronic energy -14947.193 eV. Number 2: electronic energy -14946.798 eV. Number 3: electronic energy -14948.639 eV. Number 4: electronic energy -14949.312 eV.